(1)
Below is C41H45As2Br2InN6O12S as an isolated structure, with properties calculated with the ωB97M-V functional and the def2-TZVPD basis.

Positions of all 110 atoms, in Å:
In (-0.208, 1.360, 0.011)
C (-4.390, 0.048, 0.401)
C (-3.018, 0.429, 0.885)
O (-2.063, 0.277, 0.019)
C (-2.876, 0.879, 2.183)
C (-1.692, 1.380, 2.799)
C (-1.714, 1.687, 4.269)
N (-0.601, 1.622, 2.126)
N (0.489, 2.141, 2.835)
C (1.357, 2.708, 2.059)
O (1.250, 2.876, 0.751)
C (2.605, 3.229, 2.698)
C (3.061, 2.719, 3.913)
C (4.228, 3.213, 4.484)
C (4.953, 4.216, 3.844)
C (4.499, 4.728, 2.635)
C (3.330, 4.234, 2.065)
H (-4.878, 0.936, -0.014)
H (-5.009, -0.335, 1.212)
H (-4.316, -0.702, -0.385)
H (-3.761, 0.852, 2.803)
H (-2.683, 1.444, 4.701)
H (-1.484, 2.740, 4.443)
H (-0.934, 1.112, 4.768)
H (2.486, 1.937, 4.396)
H (4.575, 2.815, 5.432)
H (5.864, 4.600, 4.291)
H (5.054, 5.517, 2.135)
H (2.955, 4.645, 1.134)
C (2.148, -4.258, 1.331)
O (1.095, -5.001, 1.988)
C (-0.059, -5.204, 1.341)
O (-0.891, -5.936, 1.809)
C (-0.302, -4.431, 0.071)
C (-0.248, -5.082, -1.090)
As (-0.858, -4.464, -2.901)
C (0.667, -5.034, -3.968)
C (-0.490, -2.685, -2.200)
C (-1.460, -2.410, -1.313)
As (-0.734, -2.486, 0.486)
C (-2.212, -2.883, 1.697)
C (-2.914, -2.663, -1.621)
O (-3.742, -3.019, -0.823)
O (-3.197, -2.317, -2.884)
C (-4.573, -2.401, -3.297)
C (0.930, -2.227, -2.064)
O (1.911, -2.900, -2.254)
O (0.980, -0.929, -1.766)
C (2.229, -0.283, -2.040)
C (0.377, -6.455, -1.121)
O (1.570, -6.594, -1.098)
O (-0.423, -7.525, -1.231)
C (-1.858, -7.366, -1.102)
H (3.078, -4.651, 1.729)
H (2.059, -3.201, 1.565)
H (2.129, -4.408, 0.253)
H (0.453, -6.050, -4.297)
H (1.603, -4.997, -3.424)
H (0.715, -4.390, -4.846)
H (-2.805, -3.716, 1.348)
H (-2.833, -1.998, 1.812)
H (-1.755, -3.124, 2.656)
H (-4.564, -2.714, -4.337)
H (-5.029, -1.416, -3.215)
H (-5.118, -3.111, -2.688)
H (2.114, 0.743, -1.715)
H (2.415, -0.308, -3.110)
H (3.045, -0.769, -1.516)
H (-2.258, -8.373, -1.062)
H (-2.276, -6.851, -1.961)
H (-2.108, -6.836, -0.188)
Br (-5.652, 3.483, -0.883)
C (-4.725, 2.434, -2.158)
C (-5.405, 1.881, -3.229)
N (-4.788, 1.132, -4.147)
C (-3.474, 0.932, -4.013)
C (-2.724, 1.451, -2.965)
C (-3.371, 2.218, -2.011)
C (-1.243, 1.174, -2.907)
O (-0.759, 0.435, -3.730)
O (-0.559, 1.838, -1.968)
H (-6.470, 2.046, -3.359)
H (-2.983, 0.328, -4.768)
H (-2.821, 2.632, -1.179)
S (1.889, -0.190, 0.836)
C (3.433, 0.481, 0.475)
N (3.620, 1.688, -0.041)
C (4.942, 2.276, -0.268)
C (5.954, 1.646, 0.668)
C (5.880, 0.140, 0.503)
N (4.500, -0.289, 0.727)
H (2.800, 2.294, -0.011)
H (4.868, 3.346, -0.093)
H (5.243, 2.123, -1.306)
H (5.718, 1.921, 1.698)
H (6.957, 1.997, 0.431)
H (6.521, -0.371, 1.218)
H (6.204, -0.140, -0.501)
H (4.308, -1.221, 1.048)
Br (-0.552, 8.255, 1.347)
C (-0.889, 6.472, 0.838)
C (-1.709, 5.678, 1.615)
C (-1.897, 4.366, 1.216)
N (-1.325, 3.839, 0.130)
C (-0.555, 4.639, -0.620)
C (-0.310, 5.965, -0.308)
H (-2.189, 6.062, 2.505)
H (-2.532, 3.701, 1.794)
H (-0.118, 4.185, -1.500)
H (0.325, 6.573, -0.935)

Calculated values
Energy above the lowest of the compared OMol25 structures with the same formula, charge and spin = 259.1 kJ/mol
Lowest unoccupied orbital energy = -0.45 eV
HOMO-LUMO gap = 7.4 eV

Atomic partial charges in e from the Mulliken method, atoms 1 to 4:
1. In 1.50
2. C -1.08
3. C 0.40
4. O -0.16

(2)
Below is a 2-piece molecular cluster, C5H14NOPSi overall at a distorted geometry, with properties calculated with the ωB97M-V functional and the def2-TZVPD basis.

Positions of all 23 atoms, in Å:
C (0.515, -0.914, 1.884)
Si (0.680, -0.448, -0.006)
C (0.615, -2.135, -0.875)
C (2.469, 0.347, -0.253)
N (-0.738, 0.546, -0.096)
P (-0.903, 2.058, 0.080)
H (-0.436, -1.588, 2.045)
H (1.322, -1.475, 2.319)
H (0.222, -0.138, 2.546)
H (-0.308, -2.348, -1.283)
H (1.430, -2.502, -1.498)
H (0.579, -2.705, 0.038)
H (2.673, 0.546, -1.300)
H (2.649, 1.083, 0.467)
H (3.225, -0.417, -0.176)
H (-0.131, 2.791, 0.931)
H (-0.516, 2.875, -0.962)
H (-2.260, 2.334, 0.051)
C (-3.535, 0.135, 0.680)
C (-3.065, -0.892, 0.000)
O (-2.854, -1.823, -0.629)
H (-3.065, 0.353, 1.581)
H (-4.366, 0.762, 0.264)

Calculated values
Energy above the lowest of the compared OMol25 structures with the same formula, charge and spin = 0.0 kJ/mol
Lowest unoccupied orbital energy = 0.71 eV
HOMO-LUMO gap = 9.3 eV

Atomic partial charges in e from the Mulliken method, atoms 1 to 4:
1. C -1.13
2. Si 0.27
3. C -1.17
4. C -1.19

(3)
Below is a 2-piece molecular cluster, C8H15FS overall at a distorted geometry, with properties calculated with the ωB97M-V functional and the def2-TZVPD basis.

Positions of all 25 atoms, in Å:
C (-1.607, 1.880, 1.220)
C (-0.698, 1.329, 0.428)
C (1.320, -1.743, -0.502)
C (0.272, -1.152, 1.636)
C (1.712, 1.162, -0.206)
C (-0.142, 0.465, -1.821)
C (0.140, -0.967, 0.174)
C (0.223, 0.495, -0.350)
F (-4.305, 0.266, -0.316)
S (-3.037, -0.677, -0.843)
H (-2.374, 1.336, 1.813)
H (-1.496, 2.945, 1.579)
H (1.804, -2.276, 0.302)
H (0.914, -2.489, -1.272)
H (2.016, -1.002, -1.030)
H (-0.404, -0.441, 2.274)
H (1.359, -1.091, 2.077)
H (-0.121, -2.158, 1.837)
H (1.682, 2.225, -0.455)
H (2.407, 0.757, -0.923)
H (2.028, 1.148, 0.849)
H (-1.215, 0.219, -1.866)
H (0.333, -0.414, -2.233)
H (0.021, 1.457, -2.193)
H (-0.832, -1.273, -0.178)

Calculated values
Energy above the lowest of the compared OMol25 structures with the same formula, charge and spin = 389.9 kJ/mol
Lowest unoccupied orbital energy = -2.09 eV
HOMO-LUMO gap = 5.1 eV

Atomic partial charges in e from the Mulliken method, atoms 1 to 4:
1. C -0.96
2. C -0.49
3. C -1.29
4. C -1.57

(4)
Below is a 3-piece molecular cluster, C2H11N2O2 overall at a distorted geometry, with properties calculated with the ωB97M-V functional and the def2-TZVPD basis.

Positions of all 17 atoms, in Å:
C (0.276, -0.489, 0.107)
C (0.854, 0.111, -0.959)
N (1.880, -0.463, -1.843)
N (-0.846, 0.016, 0.641)
H (0.679, -1.433, 0.535)
H (0.588, 1.088, -1.391)
H (1.452, -0.641, -2.741)
H (2.722, 0.175, -1.941)
H (2.245, -1.367, -1.506)
H (-1.163, 0.915, 0.306)
H (-1.136, -0.337, 1.558)
H (-0.973, 3.733, 0.724)
H (-1.116, 3.452, -0.741)
O (-1.148, 3.005, 0.116)
H (-0.923, -2.584, 3.027)
H (-1.836, -2.916, 1.733)
O (-1.554, -2.265, 2.377)

Calculated values
Net charge = +1
Energy above the lowest of the compared OMol25 structures with the same formula, charge and spin = 160.8 kJ/mol
Lowest unoccupied orbital energy = -3.42 eV
HOMO-LUMO gap = 8.9 eV

Atomic partial charges in e from the Mulliken method, atoms 1 to 4:
1. C 0.03
2. C -0.55
3. N -0.27
4. N -0.29

(5)
Below is C5H7NO as an isolated structure, with properties calculated with the ωB97M-V functional and the def2-TZVPD basis.

Positions of all 14 atoms, in Å:
O (0.302, -1.506, -1.468)
C (-0.532, -0.808, -0.593)
C (-0.310, -0.736, 0.894)
C (0.507, 0.457, 1.217)
C (0.906, 1.176, -0.043)
C (-0.440, 0.703, -0.573)
N (-0.952, 0.628, 0.911)
H (-0.061, -2.395, -1.558)
H (-1.598, -1.040, -0.751)
H (-0.515, -1.521, 1.624)
H (0.934, 0.601, 2.210)
H (1.829, 0.945, -0.580)
H (0.802, 2.254, 0.133)
H (-0.872, 1.243, -1.423)

Calculated values
Energy above the lowest of the compared OMol25 structures with the same formula, charge and spin = 298.7 kJ/mol
Lowest unoccupied orbital energy = 0.78 eV
HOMO-LUMO gap = 10.4 eV

Atomic partial charges in e from the Mulliken method, atoms 1 to 4:
1. O -0.54
2. C -0.04
3. C -0.26
4. C -0.16

(6)
Below is a 9-piece molecular cluster, C28H79N5O13 overall at a distorted geometry, with properties calculated with the ωB97M-V functional and the def2-TZVPD basis.

Positions of all 125 atoms, in Å:
C (13.756, 4.064, -23.331)
O (13.621, 4.883, -24.457)
C (14.470, 6.015, -24.501)
C (14.549, 6.504, -25.945)
C (13.183, 6.939, -26.469)
N (15.153, 5.546, -26.881)
H (12.790, 3.662, -23.017)
H (14.208, 4.516, -22.439)
H (14.410, 3.206, -23.536)
H (14.132, 6.775, -23.789)
H (15.492, 5.717, -24.221)
H (15.187, 7.395, -25.896)
H (12.389, 6.331, -26.026)
H (13.080, 6.930, -27.551)
H (12.926, 7.944, -26.119)
H (14.431, 4.851, -27.064)
H (15.861, 5.012, -26.376)
C (10.565, 0.973, -18.644)
O (9.438, 0.955, -19.485)
C (9.315, 2.137, -20.265)
C (7.844, 2.427, -20.502)
C (7.614, 3.804, -21.102)
N (7.158, 2.392, -19.201)
H (11.533, 1.022, -19.165)
H (10.654, 0.047, -18.077)
H (10.491, 1.852, -17.994)
H (9.841, 2.944, -19.747)
H (9.796, 1.996, -21.240)
H (7.413, 1.670, -21.174)
H (8.144, 4.554, -20.515)
H (6.553, 4.053, -21.127)
H (7.948, 3.860, -22.143)
H (6.153, 2.372, -19.324)
H (7.406, 1.546, -18.699)
C (9.297, 1.082, -23.834)
O (10.608, 1.054, -24.390)
C (10.707, 1.761, -25.607)
C (12.184, 1.954, -25.886)
C (12.470, 2.749, -27.140)
N (12.899, 0.649, -25.989)
H (9.390, 0.505, -22.920)
H (8.610, 0.688, -24.587)
H (8.962, 2.100, -23.606)
H (10.238, 1.193, -26.427)
H (10.157, 2.710, -25.581)
H (12.658, 2.469, -25.049)
H (13.552, 2.842, -27.293)
H (12.176, 3.799, -27.075)
H (12.090, 2.291, -28.054)
H (12.428, 0.050, -25.316)
H (12.750, 0.322, -26.941)
C (15.544, -2.949, -23.907)
O (14.367, -3.163, -23.149)
C (13.790, -1.948, -22.748)
C (12.561, -2.210, -21.906)
C (11.716, -0.981, -21.659)
N (12.926, -2.796, -20.612)
H (15.281, -2.646, -24.922)
H (16.065, -3.908, -23.959)
H (16.243, -2.297, -23.378)
H (14.467, -1.353, -22.117)
H (13.514, -1.324, -23.608)
H (11.920, -2.937, -22.432)
H (12.284, -0.137, -21.250)
H (10.865, -1.230, -21.026)
H (11.362, -0.478, -22.566)
H (12.157, -3.247, -20.129)
H (13.578, -3.564, -20.754)
C (1.537, 2.939, -23.071)
O (2.880, 2.520, -23.337)
C (2.969, 1.122, -23.374)
C (4.401, 0.674, -23.459)
C (5.226, 1.208, -24.639)
N (4.460, -0.802, -23.446)
H (1.376, 2.834, -21.999)
H (0.851, 2.403, -23.730)
H (1.492, 3.988, -23.358)
H (2.438, 0.631, -22.549)
H (2.457, 0.719, -24.268)
H (4.907, 1.037, -22.548)
H (4.615, 1.707, -25.392)
H (5.846, 0.445, -25.105)
H (5.920, 1.960, -24.255)
H (5.441, -1.070, -23.481)
H (4.217, -1.142, -22.515)
O (15.526, 1.128, -24.481)
C (16.519, 0.524, -25.294)
C (16.621, 1.091, -26.699)
O (15.507, 0.788, -27.502)
H (14.700, 1.042, -24.988)
H (17.505, 0.578, -24.826)
H (16.319, -0.553, -25.369)
H (17.538, 0.682, -27.128)
H (16.789, 2.175, -26.643)
H (14.708, 1.020, -27.006)
O (14.324, 3.016, -31.639)
C (13.008, 2.734, -31.169)
C (12.162, 3.992, -31.159)
O (12.505, 4.967, -30.164)
H (14.795, 3.565, -31.004)
H (12.602, 2.053, -31.917)
H (13.043, 2.273, -30.178)
H (11.117, 3.776, -30.918)
H (12.184, 4.456, -32.149)
H (13.306, 5.415, -30.458)
O (11.457, -3.212, -29.325)
C (10.585, -2.734, -28.324)
C (11.161, -1.529, -27.600)
O (11.498, -0.490, -28.511)
H (11.868, -4.032, -29.046)
H (9.621, -2.449, -28.756)
H (10.383, -3.525, -27.593)
H (12.106, -1.865, -27.150)
H (10.460, -1.164, -26.854)
H (12.148, -0.833, -29.135)
O (7.586, -1.717, -23.011)
C (8.615, -2.646, -23.346)
C (8.208, -4.068, -23.009)
O (9.114, -4.978, -23.640)
H (7.855, -1.363, -22.157)
H (8.892, -2.527, -24.394)
H (9.514, -2.430, -22.759)
H (7.212, -4.285, -23.410)
H (8.221, -4.189, -21.922)
H (9.096, -5.803, -23.149)

Calculated values
Energy above the lowest of the compared OMol25 structures with the same formula, charge and spin = 90.6 kJ/mol
Lowest unoccupied orbital energy = 0.39 eV
HOMO-LUMO gap = 9.7 eV

Atomic partial charges in e from the Mulliken method, atoms 1 to 4:
1. C -0.83
2. O -0.10
3. C -0.94
4. C 0.46

(7)
Below is a 2-piece molecular cluster, C9H20BFNO2 overall at a distorted geometry, with properties calculated with the ωB97M-V functional and the def2-TZVPD basis.

Positions of all 34 atoms, in Å:
C (-0.341, 1.780, 1.120)
C (-0.048, 2.690, -0.171)
B (-0.638, 1.975, -1.483)
O (-1.639, 2.691, -2.231)
C (-0.186, 0.536, -2.081)
N (0.198, -0.579, -1.159)
C (1.692, -0.734, -1.142)
C (2.388, 0.339, -2.098)
C (1.127, 0.863, -2.955)
F (1.225, 2.183, -3.421)
H (0.561, 1.107, 1.257)
H (-0.528, 2.419, 2.024)
H (-1.231, 1.122, 0.859)
H (1.044, 2.956, -0.299)
H (-0.580, 3.680, -0.004)
H (-2.351, 2.035, -2.353)
H (-0.965, 0.153, -2.814)
H (-0.264, -1.409, -1.565)
H (-0.156, -0.590, -0.187)
H (2.094, -0.571, -0.096)
H (1.913, -1.735, -1.614)
H (3.103, -0.200, -2.789)
H (3.021, 1.139, -1.611)
H (1.037, 0.118, -3.793)
C (-2.217, -1.659, 3.007)
C (-1.013, -2.146, 2.251)
O (-0.944, -2.044, 1.035)
C (0.103, -2.762, 3.047)
H (-2.940, -1.240, 2.307)
H (-2.684, -2.491, 3.537)
H (-1.922, -0.882, 3.714)
H (-0.262, -3.643, 3.578)
H (0.500, -2.033, 3.756)
H (0.904, -3.068, 2.373)

Calculated values
Net charge = +1
Energy above the lowest of the compared OMol25 structures with the same formula, charge and spin = 104.4 kJ/mol
Lowest unoccupied orbital energy = -3.04 eV
HOMO-LUMO gap = 10.4 eV

Atomic partial charges in e from the Mulliken method, atoms 1 to 4:
1. C -0.71
2. C -0.30
3. B 0.05
4. O -0.52

(8)
Below is C2H2CsLiO2 as an isolated structure at a distorted geometry, with properties calculated with the ωB97M-V functional and the def2-TZVPD basis.

Positions of all 8 atoms, in Å:
H (1.097, 0.654, -1.376)
O (-1.350, 0.981, -0.898)
C (-0.213, 1.277, -0.588)
C (0.799, 0.208, -0.226)
O (0.274, -0.953, 0.105)
Cs (0.696, -3.376, 2.404)
Li (-2.826, 0.474, 0.141)
H (1.524, 0.736, 0.438)

Calculated values
Net charge = +1
⟨S²⟩ = 0.753
Energy above the lowest of the compared OMol25 structures with the same formula, charge and spin = 304.2 kJ/mol
Lowest unoccupied orbital energy (alpha / beta) = -3.87 / -3.96 eV
HOMO-LUMO gap (alpha / beta) = 6.4 / 7.1 eV
Multiplicity = 2

Atomic partial charges in e from the Mulliken method, atoms 1 to 4:
1. H 0.15
2. O -0.58
3. C -0.04
4. C -0.02